w) Entry from OMol25: an isolated molecule of C2H4N2O (wB97M-V/def2-TZVPD).

The geometry in XYZ format:
```
9
C2H4N2O, DFT wB97M-V/def2-TZVPD
O -0.12 -1.65 -0.71
N 0.02 1.60 0.37
N 0.51 -0.39 1.06
C 0.04 -0.50 -0.08
C -0.31 0.85 -0.58
H 0.89 -1.18 1.53
H -0.93 1.25 -1.49
H -0.04 2.62 0.10
H -0.06 -2.45 -0.19
```

The HOMO-LUMO gap is 9.35 eV. Its highest occupied orbital energy is -8.61 eV. Its LUMO energy is 0.74 eV.

Atomic partial charges in e from the Mulliken method, atoms 1 to 5: number 1, O, carries -0.510; number 2, N, carries -0.387; number 3, N, carries -0.462; number 4, C, carries 0.539; number 5, C, carries -0.253

x) Entry from OMol25: a structure of composition C2H4N2O (wB97M-V/def2-TZVPD).

The geometry in XYZ format:
```
9
C2H4N2O, DFT wB97M-V/def2-TZVPD
O -2.02 -0.35 0.14
N 0.56 -1.17 0.06
N 1.17 0.11 0.25
C -0.87 0.05 -0.28
C 0.14 0.92 0.04
H 0.85 -1.38 -0.92
H -1.97 -0.27 1.05
H 0.07 1.96 -0.11
H 2.09 0.13 -0.23
```

The HOMO-LUMO gap is 9.16 eV. Its highest occupied orbital energy is -8.51 eV. Its LUMO energy is 0.65 eV.

Atomic partial charges in e from the Mulliken method, atoms 1 to 5: number 1, O, carries -0.397; number 2, N, carries -0.527; number 3, N, carries -0.184; number 4, C, carries 0.129; number 5, C, carries -0.230

Result of the stability comparison: x) is the least stable of them.

w) Entry from OMol25: an isolated molecule of C2H4N2O (wB97M-V/def2-TZVPD).

The geometry in XYZ format:
```
9
C2H4N2O, DFT wB97M-V/def2-TZVPD
O -1.49 1.56 1.44
N 0.48 0.35 0.76
N -0.27 -1.02 -0.84
C 0.76 -0.40 -0.30
C -1.12 0.75 0.67
H -0.16 -1.42 -1.76
H 1.77 -0.46 -0.72
H 1.20 0.96 1.13
H -1.16 -0.32 -0.38
```

The HOMO-LUMO gap is 9.10 eV. Its highest occupied orbital energy is -8.30 eV. Its LUMO energy is 0.80 eV.

Atomic partial charges in e from the Mulliken method, atoms 1 to 5: number 1, O, carries -0.434; number 2, N, carries -0.201; number 3, N, carries -0.436; number 4, C, carries -0.031; number 5, C, carries -0.132

x) Entry from OMol25: an isolated molecule of C2H4N2O (wB97M-V/def2-TZVPD).

The geometry in XYZ format:
```
9
C2H4N2O, DFT wB97M-V/def2-TZVPD
O 2.02 -1.38 -1.19
N 0.48 -0.27 0.15
N -0.92 0.76 1.48
C 1.01 -0.75 -1.03
C -0.69 0.45 0.27
H 0.76 -0.29 1.15
H 0.34 -0.47 -1.87
H -1.25 0.66 -0.65
H -1.75 1.28 1.68
```

The HOMO-LUMO gap is 10.94 eV. Its highest occupied orbital energy is -10.04 eV. Its LUMO energy is 0.90 eV.

Atomic partial charges in e from the Mulliken method, atoms 1 to 5: number 1, O, carries -0.512; number 2, N, carries -0.163; number 3, N, carries -0.632; number 4, C, carries 0.246; number 5, C, carries 0.034

Result of the stability comparison: w) is the least stable of them.

w) Entry from OMol25: a structure of composition C4H13N2 (wB97M-V/def2-TZVPD).

The geometry in XYZ format:
```
19
C4H13N2, DFT wB97M-V/def2-TZVPD
N -0.71 1.66 0.53
N 1.19 0.54 0.00
C 1.14 -2.00 0.09
C -1.24 0.86 -0.61
C 0.42 -0.69 0.33
C -0.92 -0.59 -0.36
H 1.42 0.57 -0.99
H 0.26 -0.59 1.40
H 2.07 0.52 0.45
H -1.65 -1.12 0.23
H 1.04 -2.68 0.91
H -0.83 -1.10 -1.33
H -0.75 1.25 -1.48
H 0.79 -2.52 -0.78
H -2.28 1.05 -0.76
H 2.20 -1.90 -0.06
H -1.00 1.26 1.40
H -1.03 2.63 0.54
H 0.37 1.36 0.42
```

The HOMO-LUMO gap is 12.03 eV. Its highest occupied orbital energy is -14.99 eV. Its LUMO energy is -2.96 eV. As for the net charge: +1.

Atomic partial charges in e from the Mulliken method, atoms 1 to 5: number 1, N, carries -0.365; number 2, N, carries -0.455; number 3, C, carries -1.393; number 4, C, carries -0.893; number 5, C, carries 0.180

x) Entry from OMol25: a cluster of 2 separate species, C4H13N2 in total (wB97M-V/def2-TZVPD).

The geometry in XYZ format:
```
19
C4H13N2, DFT wB97M-V/def2-TZVPD
N 1.02 -0.22 -1.20
N -1.08 0.01 0.96
C 0.71 -1.56 -1.60
C -1.88 -0.02 -0.29
C -0.22 1.18 0.99
C 1.16 0.85 1.67
H 1.70 0.07 1.10
H -2.72 0.69 -0.14
H 1.52 -2.29 -1.58
H -0.71 2.01 1.51
H 0.98 0.47 2.68
H 0.00 1.48 -0.05
H -1.29 0.24 -1.19
H -0.43 -0.80 1.00
H 1.79 1.75 1.75
H 1.55 0.23 -2.00
H 0.17 -1.33 -0.73
H -2.32 -1.01 -0.40
H 0.04 -1.73 -2.47
```

The HOMO-LUMO gap is 5.10 eV. Its highest occupied orbital energy is -14.09 eV. Its LUMO energy is -8.98 eV. As for the net charge: +1.

Atomic partial charges in e from the Mulliken method, atoms 1 to 5: number 1, N, carries -0.159; number 2, N, carries -0.252; number 3, C, carries -0.497; number 4, C, carries -0.829; number 5, C, carries -0.274

y) Entry from OMol25: a cluster of 2 separate species, C4H13N2 in total (wB97M-V/def2-TZVPD).

The geometry in XYZ format:
```
19
C4H13N2, DFT wB97M-V/def2-TZVPD
N 1.47 -0.06 -0.15
N -0.95 0.55 0.74
C 2.30 1.04 0.27
C -3.09 -0.60 -0.32
C 2.12 -1.35 -0.31
C -1.91 0.53 -0.22
H 2.51 -1.84 0.58
H 1.92 2.02 -0.03
H 1.35 -1.99 -0.72
H 3.29 0.93 -0.20
H 0.50 0.12 0.17
H 2.91 -1.22 -1.05
H -1.25 0.57 1.72
H -2.82 -1.65 -0.25
H 2.53 0.98 1.34
H -3.85 -0.35 0.41
H -3.47 -0.44 -1.33
H -1.49 0.48 -1.23
H -2.45 1.51 -0.32
```

The HOMO-LUMO gap is 4.68 eV. Its highest occupied orbital energy is -13.06 eV. Its LUMO energy is -8.38 eV. As for the net charge: +1.

Atomic partial charges in e from the Mulliken method, atoms 1 to 5: number 1, N, carries 0.021; number 2, N, carries -0.310; number 3, C, carries -0.824; number 4, C, carries -0.937; number 5, C, carries -0.829

Result of the stability comparison: x) is the least stable of them.

w) Entry from OMol25: an isolated molecule of C5H10N2 (wB97M-V/def2-TZVPD).

The geometry in XYZ format:
```
17
C5H10N2, DFT wB97M-V/def2-TZVPD
N -0.23 -0.89 0.27
N 0.61 0.07 -0.29
C -0.03 -2.22 -0.27
C 1.35 0.89 0.56
C -1.54 -0.35 0.25
C -2.03 0.83 -0.11
C 2.01 1.97 0.17
H 2.03 2.30 -0.85
H -3.07 1.06 0.03
H 0.44 0.43 -1.23
H -1.39 1.64 -0.44
H -2.24 -1.11 0.62
H 1.36 0.54 1.58
H 2.61 2.53 0.87
H 1.04 -2.42 -0.24
H -0.38 -2.34 -1.29
H -0.54 -2.93 0.37
```

The HOMO-LUMO gap is 9.11 eV. Its highest occupied orbital energy is -8.05 eV. Its LUMO energy is 1.06 eV.

Atomic partial charges in e from the Mulliken method, atoms 1 to 5: number 1, N, carries -0.042; number 2, N, carries -0.353; number 3, C, carries -0.912; number 4, C, carries 0.071; number 5, C, carries -0.022

x) Entry from OMol25: a structure of composition C5H10N2 (wB97M-V/def2-TZVPD).

The geometry in XYZ format:
```
17
C5H10N2, DFT wB97M-V/def2-TZVPD
N -0.22 0.92 -1.34
N 0.97 0.19 1.51
C -2.09 -0.05 -0.13
C 1.23 -0.70 0.39
C 1.99 0.57 0.55
C -0.97 -0.27 -1.09
C 0.33 -0.82 -0.78
H 3.01 0.56 0.92
H 0.10 0.68 1.36
H 1.77 -1.62 0.66
H -1.78 -0.11 0.92
H 0.62 -1.67 -1.41
H 1.77 1.33 -0.20
H -2.94 -0.71 -0.30
H -1.30 -0.64 -2.06
H -2.22 1.01 -0.46
H -0.21 1.47 -0.46
```

The HOMO-LUMO gap is 9.46 eV. Its highest occupied orbital energy is -8.73 eV. Its LUMO energy is 0.73 eV.

Atomic partial charges in e from the Mulliken method, atoms 1 to 5: number 1, N, carries -0.752; number 2, N, carries -0.601; number 3, C, carries -1.169; number 4, C, carries -0.197; number 5, C, carries -0.487

y) Entry from OMol25: an isolated molecule of C5H10N2 (wB97M-V/def2-TZVPD).

The geometry in XYZ format:
```
17
C5H10N2, DFT wB97M-V/def2-TZVPD
N -0.26 1.06 -0.79
N -0.62 -1.77 -0.01
C -0.39 0.76 0.57
C -0.88 -0.64 0.88
C -1.95 -1.16 -0.01
C 2.13 0.24 -0.24
C 0.95 1.18 -0.08
H 2.76 0.49 -1.12
H -0.12 -1.43 -0.83
H -2.76 -1.77 0.38
H -0.79 1.48 1.29
H 2.77 0.35 0.65
H -0.92 -0.89 1.95
H -2.22 -0.57 -0.88
H 1.81 -0.80 -0.28
H -0.78 1.27 -1.62
H 1.28 2.21 0.14
```

The HOMO-LUMO gap is 10.10 eV. Its highest occupied orbital energy is -8.92 eV. Its LUMO energy is 1.19 eV.

Atomic partial charges in e from the Mulliken method, atoms 1 to 5: number 1, N, carries -0.386; number 2, N, carries -0.652; number 3, C, carries -0.256; number 4, C, carries -0.059; number 5, C, carries -0.508

Result of the stability comparison: x) is the least stable of them.